(1)
Below is a molecular structure, C32H26BF16N4O2Ta, with properties calculated with ωB97M-V/def2-TZVPD.

Cartesian coordinates (Å):
C -3.546822 2.393878 -1.483322
F -2.174662 0.192007 3.736990
F 2.142606 4.171302 1.068174
C 0.533905 -1.341614 3.897235
C -2.765751 2.315755 0.776774
O -0.539969 -1.231821 -0.666094
H 1.933310 -2.728010 4.810200
C 0.932344 -2.744326 4.373376
C 2.523915 -0.020663 2.994560
H -1.203225 2.901873 -3.069002
C -2.569040 1.987682 -0.576098
F -2.648333 -3.002094 -0.417757
Ta 0.085784 0.501144 -0.075685
N 1.954398 -0.502847 -5.958482
H -0.554430 -0.715230 -6.873376
F -3.449382 -2.426179 -2.344994
H -6.362643 4.972875 -0.194740
H 2.151972 -1.679091 -0.455855
F -2.012537 2.846431 4.063296
C -0.494478 -2.828372 -2.341724
C -4.768276 3.590306 0.218118
C 1.770193 0.717640 -2.833296
C 0.471784 -0.376671 5.075350
H 3.902672 0.981813 -0.885684
C 3.422897 0.271999 1.977245
N 1.300732 0.622254 -1.754500
H 0.234842 -3.099068 5.133305
O -0.912102 0.936982 1.447684
C -1.403425 -0.466565 -2.822957
C -1.440075 -0.134665 -6.614229
H 4.302452 -0.718261 -1.145209
F -3.300897 -0.970494 -0.757792
F -3.211592 -0.267842 1.901912
C -3.835811 3.128500 1.133457
F -1.182249 -3.548124 -3.234723
F 0.047845 3.891972 0.151687
C -1.393251 0.881314 -2.433179
H -2.323145 -0.733820 -6.841303
N -1.413789 1.282010 -1.043609
F 1.393638 1.933646 0.544619
H -5.582561 5.213308 1.370729
H 1.410507 -0.374718 5.633808
C 1.326854 -1.466888 1.521320
C -2.692239 -2.020036 -1.321305
C -2.851258 0.728740 2.713299
C -1.286902 1.873602 -3.398050
C 1.468729 -0.901516 2.794558
F -1.411490 4.042936 2.384099
C -1.350220 2.817825 2.892707
H -1.471155 -1.782836 -4.514462
H -0.315289 -0.684693 5.763959
H 5.247169 0.256755 -0.009248
C -1.298165 1.557783 -4.744088
C 2.237700 -1.176614 0.501150
H -3.958788 3.407687 2.172226
F 0.642870 -2.419175 -2.917826
C -4.619371 3.175347 -1.095237
F -0.160722 -3.650844 -1.343548
H 2.652755 0.451147 3.959393
H -6.691525 3.865902 1.136866
F -0.074049 2.543035 3.159856
C -1.950023 1.727302 1.917043
C -1.441987 -0.754688 -4.183656
C -1.279299 -1.598907 -1.790763
H -1.456135 0.752960 -7.244623
H 0.934909 -3.461947 3.552002
C 3.302392 -0.293896 0.715518
H -1.217586 2.348089 -5.480080
N 2.347105 0.867623 -3.928129
H -0.463477 -1.412340 3.457317
F 1.906788 3.590874 -1.144171
H 4.227894 0.971990 2.166634
H 0.548089 -2.200152 1.342503
C -5.913167 4.460771 0.654866
C 4.245353 0.068322 -0.393318
H -5.346573 3.473491 -1.840934
C -1.408821 0.236663 -5.158817
H -3.475168 2.099033 -2.517263
B 1.381331 3.669174 0.090745
C 2.108850 0.112042 -4.994334
F -3.963464 1.277978 3.201883
H 0.259731 0.643266 4.754609

Force components x, y, z for each atom (eV/Å):
C -0.011 0.027 0.010
F -0.007 0.027 0.005
F -0.015 -0.004 0.008
C 0.004 -0.012 0.032
C -0.061 0.033 -0.007
O -0.032 0.228 0.123
H 0.001 0.001 0.000
C 0.006 0.009 -0.008
C 0.051 0.015 -0.012
H -0.004 0.004 -0.006
C 0.071 -0.060 0.131
F -0.003 0.002 -0.008
Ta 0.533 -0.107 -0.135
N -0.036 0.010 -0.010
H 0.017 -0.006 0.000
F 0.022 -0.008 -0.009
H -0.001 0.000 0.001
H -0.044 -0.022 0.015
F -0.020 -0.005 -0.039
C -0.030 0.018 0.023
C 0.001 0.011 0.016
C 0.068 -0.097 -0.007
C -0.002 0.017 -0.008
H 0.016 0.005 -0.003
C -0.026 0.013 0.045
N 0.026 0.112 0.047
H -0.001 0.000 0.003
O -0.255 0.138 0.265
C -0.003 0.017 -0.006
C 0.009 0.003 0.027
H -0.008 0.006 -0.004
F -0.004 -0.008 0.017
F -0.003 -0.023 -0.013
C -0.017 0.020 -0.019
F 0.002 0.002 -0.003
F 0.050 -0.053 -0.038
C -0.071 0.026 -0.006
H 0.006 -0.004 -0.003
N 0.032 -0.044 -0.152
F -0.334 -0.210 -0.160
H -0.003 0.002 0.000
H 0.002 -0.003 0.004
C 0.023 0.040 0.103
C -0.010 0.011 0.038
C 0.022 0.022 -0.002
C 0.005 -0.024 -0.011
C -0.055 -0.026 -0.048
F -0.008 -0.023 -0.004
C -0.032 0.016 0.014
H 0.000 0.006 -0.003
H 0.002 -0.003 0.003
H 0.005 -0.010 0.000
C 0.010 0.024 0.011
C 0.145 0.050 -0.065
H 0.016 0.004 -0.003
F 0.002 0.010 0.009
C 0.002 -0.017 -0.016
F -0.004 -0.010 -0.004
H 0.009 0.003 0.001
H -0.002 0.002 0.001
F -0.006 -0.007 0.011
C -0.015 -0.079 -0.001
C 0.012 0.003 0.012
C -0.044 0.033 -0.113
H -0.006 0.001 0.002
H 0.000 -0.002 0.002
C -0.029 -0.062 -0.058
H 0.001 0.000 0.000
N -0.052 0.037 0.013
H -0.004 -0.002 -0.015
F 0.054 0.008 -0.009
H 0.000 0.001 0.002
H -0.016 0.006 0.008
C 0.006 -0.007 0.003
C -0.014 0.015 0.019
H 0.002 -0.002 -0.003
C 0.005 -0.013 -0.009
H -0.002 0.007 -0.001
B -0.003 -0.037 -0.032
C 0.018 -0.002 -0.014
F 0.021 -0.030 0.027
H 0.015 -0.023 0.017

- Relative energy (zero: lowest compared OMol25 entry of this formula, charge and spin): 3.2 kcal/mol
- Frontier orbital gap: 7.511 eV
- Total energy: -3284.70149 a.u.

These are the Mulliken partial charges, in e, on atoms 1 to 5:
1 C -0.714
2 F -0.195
3 F -0.261
4 C 0.911
5 C -1.121

=====

(2)
Below is a molecular structure, C32H26ClF3MgN4O4, with properties calculated with ωB97M-V/def2-TZVPD.

Cartesian coordinates (Å):
C 0.827100 -1.432908 -3.323086
H 2.578305 4.015328 -1.985632
C 5.502132 4.118589 -3.727957
C -3.745673 -0.285478 -0.761945
C 1.414093 1.107299 2.406014
H 1.303489 0.088211 2.024952
N 1.267839 -0.453451 -2.642747
O -1.191085 -0.249431 -1.676648
C 5.490619 2.810032 -4.203874
H -1.951613 4.356366 2.634943
C 3.406921 3.704320 -2.610679
C -1.378714 -1.518397 1.866180
C -0.728743 -3.308843 -3.631419
F -4.300659 -4.543439 6.691568
H -5.060486 -4.107094 2.786183
C -0.665941 -0.914228 1.061295
C -2.693975 -3.103441 4.985872
H 1.365202 -1.740417 -4.222765
H -0.148928 2.984016 3.679910
F -4.968785 -5.746836 5.026198
C -0.914974 2.541438 -0.013420
H -3.600561 -2.843668 1.243823
H -2.993126 -0.331089 0.021621
H -2.430427 -3.183233 6.032474
C 4.619552 1.941027 0.521605
C -1.386204 3.645506 2.043023
C -4.757143 -4.469631 5.423882
H 0.055300 -3.787312 -4.210416
C 4.443513 1.956713 -3.883316
C -4.167077 -3.621278 3.162776
H -1.082569 2.357140 -1.069640
H 6.322739 4.782655 -3.975720
Mg 0.587172 -0.039533 -0.688112
C -1.428150 -1.389596 -2.241169
N 2.734603 1.599748 2.030360
H 6.305367 2.452871 -4.824637
H 3.136119 2.364940 2.543892
F -5.995753 -3.921597 5.506694
H 5.297455 1.844336 1.371864
Cl 2.015508 -2.356728 0.132765
C -1.877819 -2.395135 4.120051
C 2.258294 1.482010 -2.681884
H 4.418493 0.932991 -4.232957
C -1.964029 -3.904310 -3.500724
N 2.338063 0.267911 -3.174547
C -3.848281 -3.718125 4.516470
C -2.710800 -2.019417 -2.162255
H 1.355742 1.066593 3.493696
C -2.188153 -2.268408 2.753851
C 0.302496 1.965422 1.851087
C -3.355962 -2.914470 2.297778
H -0.971717 -1.925418 4.480058
H 4.485536 3.000615 0.288706
O -3.807239 -1.491024 -1.518431
H -2.175699 -4.864995 -3.954909
H 4.454991 5.580936 -2.553213
C -1.656651 3.476242 0.697651
H -4.742163 -0.189846 -0.323800
C -0.384905 2.885589 2.627061
C -2.946985 -3.238011 -2.760483
H -3.934771 -3.669117 -2.633575
H -2.433283 4.043324 0.201637
H -3.542456 0.576023 -1.398638
C 3.277900 1.315862 0.807264
O 2.730652 0.609118 -0.006388
C 3.390534 2.397057 -3.083927
C -0.448775 -2.083309 -3.020066
O 1.368384 1.948030 -1.908089
C 4.454992 4.563215 -2.929310
H 5.041213 1.452607 -0.352376
N 0.029957 1.795136 0.555550

Force components x, y, z for each atom (eV/Å):
C -0.288 -0.035 0.027
H 0.010 0.004 -0.006
C -0.051 -0.023 0.029
C 0.016 -0.065 -0.058
C 0.053 0.052 -0.059
H -0.006 0.013 -0.002
N 0.434 -0.070 -0.419
O -0.145 -0.164 -0.133
C -0.061 0.000 0.036
H 0.007 -0.004 -0.001
C 0.059 0.078 -0.025
C 0.063 0.114 0.011
C -0.035 -0.008 -0.006
F 0.036 -0.004 0.112
H 0.010 0.005 -0.005
C -0.064 -0.156 0.239
C 0.091 0.061 -0.019
H -0.027 0.015 -0.080
H -0.002 0.003 -0.006
F -0.015 -0.130 -0.046
C 0.099 -0.095 0.040
H -0.002 -0.008 0.046
H 0.058 -0.012 0.030
H 0.011 0.005 0.008
C 0.090 0.091 0.053
C -0.025 0.035 0.041
C 0.161 0.095 -0.110
H -0.004 0.003 0.002
C 0.095 0.046 -0.043
C 0.002 0.030 -0.129
H 0.038 -0.018 0.045
H -0.002 0.006 0.000
Mg 0.154 -0.284 0.403
C 0.099 0.234 -0.001
N 0.014 0.001 -0.009
H -0.004 0.009 0.010
H -0.016 -0.025 0.043
F -0.138 0.071 0.014
H 0.003 0.023 -0.009
Cl -0.003 0.091 -0.103
C -0.043 -0.026 0.027
C 0.017 0.270 0.111
H -0.001 0.011 0.005
C -0.022 0.064 0.056
N -0.291 -0.228 0.195
C -0.010 -0.018 0.022
C 0.068 0.012 -0.040
H 0.007 0.021 0.030
C -0.009 0.043 -0.065
C 0.053 -0.160 -0.145
C -0.083 -0.051 -0.008
H -0.017 -0.008 0.030
H 0.005 -0.023 0.002
O -0.130 0.052 0.083
H -0.006 0.006 0.008
H 0.002 -0.009 -0.001
C 0.019 -0.028 -0.048
H -0.014 -0.003 0.011
C -0.002 0.025 0.079
C 0.023 -0.102 -0.046
H 0.003 -0.001 -0.005
H 0.008 -0.005 -0.003
H 0.021 0.013 -0.005
C -0.119 -0.057 -0.060
O -0.196 -0.038 0.028
C -0.038 -0.063 0.021
C 0.181 0.021 -0.018
O 0.109 0.020 -0.104
C -0.032 -0.087 -0.017
H -0.004 -0.008 -0.003
N -0.216 0.370 -0.060

- Frontier orbital gap: 5.646 eV
- Total charge: -2
- Total energy: -2715.03761 a.u.

These are the Mulliken partial charges, in e, on atoms 1 to 5:
1 C -0.645
2 H 0.404
3 C -0.338
4 C -0.492
5 C -1.193

=====

(3)
Below is a molecular structure, C32H26CrO5, with properties calculated with ωB97M-V/def2-TZVPD.

Cartesian coordinates (Å):
C 3.350517 2.206641 -2.597668
C -1.369134 -1.239678 6.417072
C 0.145826 0.716232 -2.866798
H -0.715149 -2.065369 6.715202
O 1.255106 -0.633918 2.330964
H -1.887515 -2.291847 3.169947
H -2.378130 -1.451883 6.782874
C -3.183841 1.536436 -1.291431
H -3.300774 -0.107808 4.759171
H 2.701896 2.913847 -2.074024
C -1.619753 2.856352 -2.554477
H -3.625833 -3.333246 -0.865793
C 3.609792 0.183350 -3.893018
O 5.480286 -2.286442 -1.301849
O 1.711824 -0.996300 -0.517973
C -1.140518 0.416309 -2.388874
H -0.079592 -4.038528 -3.203158
H -4.086969 4.836263 -1.255555
H -2.015325 4.976043 -2.631629
H -0.718193 2.946004 -3.164974
C 4.743594 2.318352 -2.488135
H -2.020947 -4.923383 -1.916223
O -3.167504 1.010984 2.427931
C -1.861884 -2.361192 4.258356
C 2.587618 -0.426130 -1.020769
H 0.428994 0.117050 5.016051
C -0.786430 -3.345121 -2.747501
H -1.941869 0.993940 5.080606
H -3.263245 -0.905853 -1.072881
C 5.004437 0.301321 -3.790085
C 0.204950 -0.392505 2.932171
C -2.354020 4.007477 -2.264574
C -0.947489 0.221449 2.321510
H 5.643950 -0.464025 -4.226113
C 4.965904 -1.269322 -1.533221
C 2.748944 1.162370 -3.337487
C -1.360882 -1.067896 4.900144
C -3.516890 3.931330 -1.493193
C -2.186979 0.495278 2.990302
H -3.517950 0.609283 -0.857823
C -1.874286 -3.842751 -2.024944
C -2.769144 -2.943306 -1.430853
C 5.577765 1.368314 -3.088377
H 3.174230 -0.688851 -4.389579
H -1.012254 -0.332564 6.912563
C -1.998285 1.565178 -2.073737
H 0.728740 -1.598074 4.658346
O 5.025483 1.215007 0.948570
C -3.932940 2.684235 -1.008784
H -2.874286 -2.590088 4.608150
H -0.844701 0.554140 1.292373
C 0.071518 -0.748140 4.433427
H 5.171206 3.130904 -1.904886
H 6.661015 1.431881 -2.965242
H 0.252392 -1.611571 -3.467165
C 4.643879 0.933008 -0.115443
C -0.595923 -1.969394 -2.880719
H -1.210949 -3.198850 4.530584
C 1.293717 0.954517 -3.237069
C -2.259709 0.116076 4.493168
H -4.837449 2.620564 -0.389928
C -2.559024 -1.563527 -1.552291
C -1.459668 -1.014604 -2.262948
Cr 4.091867 0.372017 -1.832267

Force components x, y, z for each atom (eV/Å):
C -1.370 1.068 -0.251
C 0.042 0.145 0.036
C 1.218 0.247 -0.423
H -0.088 0.065 -0.036
O -1.011 0.513 0.066
H -0.020 -0.054 -0.089
H 0.088 0.003 -0.046
C 0.022 0.160 -0.022
H 0.153 0.240 -0.192
H 0.267 -0.215 -0.287
C -0.033 -0.088 0.160
H 0.395 0.345 -0.271
C -0.944 -0.844 -0.929
O -1.389 3.168 -0.808
O 2.708 1.894 -1.617
C -0.423 -0.111 0.077
H -0.195 0.225 0.037
H 0.240 -0.403 -0.133
H -0.057 -0.289 0.014
H -0.329 0.003 0.170
C 0.226 0.298 0.033
H 0.057 0.487 -0.068
O 1.497 -0.621 0.257
C -0.009 -0.072 0.068
C -3.355 -2.501 1.897
H 0.057 -0.150 -0.213
C -0.141 0.365 0.058
H -0.174 -0.075 -0.230
H 0.065 -0.400 -0.040
C 0.463 0.108 -0.410
C 0.751 -0.898 1.491
C 0.069 -0.387 0.038
C 0.325 0.535 -1.281
H -0.186 0.146 0.125
C 1.142 -3.921 0.872
C -1.673 0.124 0.155
C 0.069 0.189 -0.390
C -0.033 -0.252 0.103
C -1.615 0.068 1.309
H -0.073 0.418 0.039
C -0.102 0.134 0.151
C 0.371 0.112 -0.243
C 0.580 0.294 -0.727
H 0.188 0.435 0.126
H -0.029 -0.045 0.015
C -0.316 1.029 0.153
H 0.022 0.271 -0.171
O -1.269 -0.812 -3.713
C 0.329 0.099 -0.199
H 0.119 0.014 -0.078
H -0.088 -0.101 -0.023
C 0.014 -0.059 -0.270
H -0.103 -0.208 -0.072
H -0.386 -0.077 -0.021
H -0.268 -0.132 0.182
C 1.195 0.975 4.686
C -0.056 0.008 0.260
H -0.086 0.081 -0.060
C 0.437 0.048 0.025
C -0.004 -0.017 -0.224
H 0.510 -0.106 -0.298
C 0.070 -0.180 -0.041
C 0.130 -0.959 -0.153
Cr 2.002 -0.336 1.425

- Expectation value of S²: 3.833
- Relative energy (zero: lowest compared OMol25 entry of this formula, charge and spin): 0.0 kcal/mol
- Frontier orbital gap (alpha / beta): 6.454 / 5.588 eV
- Multiplicity: 4
- Total charge: +1
- Total energy: -2655.30607 a.u.

These are the natural (NBO) partial charges, in e, on atoms 1 to 5:
1 C -0.149
2 C -0.602
3 C 0.199
4 H 0.217
5 O -0.507